A gas-phase ion, CIO3S (charge -1) at a distorted geometry. Source: the OMol25 dataset; level of theory: ωB97M-V/def2-TZVPD.

Structure (ORCA input):
```
! RIJCOSX wB97M-V def2-TZVPD def2/J DEFGRID3
* xyz -1 1
O 0.44283 0.43887 -0.99387
C 0.03243 -0.26844 -0.13267
O 0.13954 -1.38419 0.27650
O -0.85677 0.55713 0.99756
S -2.12868 1.27844 0.31342
I -3.71200 -0.40432 -0.31903
*
```

As for the structure (SMILES): O=C([O-])OSI. The value obtained for the energy above the lowest of the compared OMol25 structures with the same formula, charge and spin is 0.4 kcal/mol. The lowest unoccupied orbital energy is 2.87 eV. The value obtained for the HOMO-LUMO gap is 7.1 eV.

Charges computed using Löwdin, reported in e: O 0.0182; C -0.8236; O 0.0259; O -0.6522; S 0.2050; I 0.2267